{"formula": "C17H28BrCl4N4", "method": "ωB97M-V with the def2-TZVPD basis set", "elements": ["Br", "Cl", "Cl", "Cl", "Cl", "N", "N", "N", "N", "C", "C", "C", "C", "C", "C", "C", "C", "C", "C", "C", "C", "C", "C", "C", "C", "C", "H", "H", "H", "H", "H", "H", "H", "H", "H", "H", "H", "H", "H", "H", "H", "H", "H", "H", "H", "H", "H", "H", "H", "H", "H", "H", "H", "H"], "positions_angstrom": [[-1.257, -2.892, 3.496], [8.051, 5.108, 0.272], [6.033, 4.211, -1.598], [6.819, 2.519, 0.621], [5.282, 4.916, 1.102], [-1.468, -1.381, -0.207], [0.048, -0.305, -1.669], [0.291, -2.672, -1.449], [1.071, -0.154, -2.586], [-6.026, 1.456, 0.589], [2.330, 0.493, -0.422], [-2.666, -1.110, -1.069], [-3.746, -0.194, -0.419], [2.345, 0.368, -1.990], [-6.270, 0.305, -0.298], [-3.507, 0.932, 0.476], [6.548, 4.190, 0.100], [-0.465, -2.691, 1.672], [-4.645, 1.724, 0.967], [-2.068, 1.332, 0.919], [3.233, 1.921, 1.485], [-5.147, -0.469, -0.774], [0.551, -3.891, 1.526], [3.653, 1.212, 0.128], [-1.587, -2.652, 0.551], [-0.363, -1.415, -1.118], [1.481, 1.146, -0.071], [1.308, -2.524, -1.336], [-2.569, -2.629, 1.105], [1.207, -0.979, -3.164], [-1.320, 1.363, 0.090], [0.094, -1.716, 1.694], [-2.112, 2.290, 1.502], [3.920, 1.984, -0.639], [2.284, 2.517, 1.362], [4.021, 2.648, 1.823], [3.196, -0.267, -2.362], [-4.443, 2.585, 1.644], [-3.163, -2.110, -1.249], [2.475, 1.414, -2.394], [1.248, -3.785, 0.658], [2.992, 1.150, 2.272], [0.188, -2.779, -2.472], [1.206, -3.848, 2.444], [-0.466, 0.552, -1.426], [-1.713, 0.555, 1.659], [4.435, 0.426, 0.261], [-6.862, 2.099, 0.955], [-5.375, -1.314, -1.473], [-7.315, 0.067, -0.594], [0.032, -4.880, 1.575], [2.261, -0.553, -0.006], [-2.433, -0.700, -2.083], [-1.616, -3.575, -0.082]], "forces_ev_per_a": [[0.15, 0.29, -0.86], [-0.23, -0.11, -0.03], [0.03, -0.04, 0.13], [0.04, 0.08, -0.05], [0.13, 0.07, -0.09], [1.58, -0.90, -3.20], [-0.83, -0.23, 0.50], [0.10, 1.81, -0.21], [0.49, 0.01, -0.06], [1.98, -1.69, -0.89], [0.81, -0.18, -0.37], [-2.36, 0.15, 0.33], [-2.20, 1.10, 0.82], [0.42, 1.21, 0.31], [1.76, 1.20, 0.90], [-1.05, -0.16, -0.67], [0.14, 0.10, 0.00], [0.64, -0.85, -0.60], [-0.53, -1.11, -1.08], [-0.77, -0.60, 1.10], [0.21, -0.11, -0.15], [0.21, 0.78, 0.61], [0.38, 0.61, 1.21], [-1.93, -0.03, 0.07], [-0.60, -0.14, 1.93], [-0.02, -0.86, 0.93], [0.58, -0.94, -0.47], [-0.45, -0.21, 0.10], [0.87, 0.29, -0.81], [-0.25, 0.20, 0.34], [-0.69, 0.30, 0.65], [-0.66, -0.90, 0.02], [0.21, -0.72, -0.89], [0.20, -0.72, 0.77], [0.96, -0.51, -0.15], [-0.78, -1.03, -0.11], [-0.79, 0.62, 0.45], [-0.07, -0.80, -0.64], [0.47, 1.01, 0.05], [0.06, -1.13, 0.27], [-0.93, -0.24, 0.53], [0.52, 0.81, -0.67], [-0.19, -0.28, 0.53], [-0.61, -0.13, -0.95], [0.38, -0.39, -0.15], [-0.17, 0.76, -0.80], [-0.36, 0.98, -0.12], [0.92, -0.73, -0.35], [0.32, 0.77, 0.75], [1.06, 0.08, 0.17], [0.39, 0.87, -0.40], [-0.17, 1.06, 0.01], [0.27, -0.28, 0.92], [0.35, 0.87, 0.37]], "orbital_gap_ev": 7.83, "energy_ha": -5298.0091, "largest_force_ha_per_bohr": 0.072, "total_charge": 1, "homo_ha": -0.424, "multiplicity": 1}

---

{"formula": "C17H28BrNO6Zr", "method": "ωB97M-V with the def2-TZVPD basis set", "elements": ["Zr", "Br", "O", "O", "O", "O", "O", "O", "N", "C", "C", "C", "C", "C", "C", "C", "C", "C", "C", "C", "C", "C", "C", "C", "C", "C", "H", "H", "H", "H", "H", "H", "H", "H", "H", "H", "H", "H", "H", "H", "H", "H", "H", "H", "H", "H", "H", "H", "H", "H", "H", "H", "H", "H"], "positions_angstrom": [[0.052, -0.248, -0.090], [-2.481, -1.502, -0.541], [1.069, -2.176, -0.118], [0.085, -0.952, -2.155], [-0.463, -1.304, 1.801], [2.025, 0.422, -0.774], [1.070, 0.665, 1.639], [-0.312, 1.465, -1.473], [-1.805, 0.881, 0.606], [0.488, -2.323, -2.453], [0.804, 2.398, -1.481], [0.655, 0.455, 3.031], [-3.260, 2.633, 1.349], [-0.229, -0.127, -3.316], [3.005, 0.353, 0.306], [-2.001, 2.107, 1.143], [-0.559, -0.478, 2.994], [0.473, -3.225, 0.718], [-4.378, 1.884, 0.992], [2.453, 1.131, 1.479], [-2.907, 0.199, 0.263], [0.220, -2.574, 2.055], [1.546, -2.649, -1.422], [-0.902, 1.122, -2.764], [2.106, 1.625, -1.617], [-4.200, 0.621, 0.424], [0.908, -2.394, -3.457], [3.040, 0.925, 2.374], [-1.960, 0.947, -2.574], [0.711, 3.123, -2.289], [2.468, -2.112, -1.637], [-5.379, 2.268, 1.149], [0.693, 0.087, -3.857], [3.977, 0.726, -0.016], [-3.373, 3.617, 1.786], [-1.497, 0.065, 2.946], [-0.437, -3.605, 0.255], [-0.912, -0.656, -3.983], [-1.113, 2.664, 1.417], [0.750, 2.936, -0.533], [0.409, 1.412, 3.491], [-0.405, -3.209, 2.683], [-0.389, -2.972, -2.395], [2.283, 1.291, -2.638], [1.770, -3.715, -1.394], [-0.818, 1.956, -3.460], [3.116, -0.702, 0.557], [1.488, 0.013, 3.576], [2.949, 2.247, -1.318], [-5.039, 0.005, 0.123], [2.445, 2.209, 1.312], [1.180, -4.045, 0.841], [-0.588, -1.107, 3.883], [1.168, -2.379, 2.562]], "forces_ev_per_a": [[-0.45, 0.33, 0.22], [-0.45, 0.15, 0.02], [-0.43, -0.27, -0.14], [0.11, -0.16, -0.44], [0.17, -0.26, 0.22], [0.12, 0.43, 0.33], [0.23, 0.04, -0.15], [0.43, 0.04, -0.37], [-0.59, -0.25, 0.01], [0.20, -0.30, 0.24], [0.51, 0.03, 0.10], [-0.23, -0.28, 0.25], [-0.03, -0.04, 0.00], [-0.10, 0.44, -0.10], [0.23, 0.07, 0.51], [0.16, 0.13, 0.08], [0.08, 0.36, 0.20], [-0.11, -0.15, 0.63], [0.08, -0.06, -0.02], [0.38, 0.14, -0.32], [0.12, -0.11, 0.07], [0.20, -0.32, -0.17], [0.18, -0.01, -0.63], [-0.21, -0.31, -0.28], [-0.18, 0.27, -0.41], [-0.08, -0.06, -0.03], [-0.03, 0.11, -0.03], [-0.13, -0.03, 0.09], [0.02, 0.03, 0.09], [-0.17, 0.00, -0.01], [0.01, 0.05, 0.13], [0.00, 0.01, 0.00], [0.05, -0.09, 0.08], [-0.05, 0.05, -0.14], [0.05, 0.00, 0.00], [-0.03, -0.05, -0.11], [0.03, 0.08, -0.11], [-0.01, -0.08, 0.06], [0.00, 0.00, -0.01], [-0.04, -0.01, -0.01], [0.01, 0.03, -0.05], [-0.07, 0.05, 0.00], [-0.05, 0.07, 0.00], [0.02, -0.11, 0.05], [-0.07, -0.01, 0.18], [0.04, 0.08, 0.09], [-0.03, -0.02, -0.07], [0.09, -0.01, -0.14], [0.04, -0.08, 0.08], [0.00, 0.00, 0.01], [-0.09, -0.01, 0.05], [0.08, 0.05, -0.09], [0.02, -0.07, -0.04], [-0.05, 0.10, 0.05]], "orbital_gap_ev": 8.44, "energy_ha": -3790.3608, "largest_force_ha_per_bohr": 0.013, "total_charge": 4, "homo_ha": -0.824, "multiplicity": 1}

---

{"formula": "C17H28Cl3GaN5O2P", "method": "ωB97M-V with the def2-TZVPD basis set", "elements": ["Ga", "Cl", "Cl", "Cl", "P", "O", "O", "N", "N", "N", "N", "N", "C", "C", "C", "C", "C", "C", "C", "C", "C", "C", "C", "C", "C", "C", "C", "C", "C", "H", "H", "H", "H", "H", "H", "H", "H", "H", "H", "H", "H", "H", "H", "H", "H", "H", "H", "H", "H", "H", "H", "H", "H", "H", "H", "H", "H"], "positions_angstrom": [[-2.279, -0.226, -0.672], [0.089, -1.616, 2.400], [1.898, -3.342, 0.880], [1.499, 0.490, -0.974], [4.053, 0.654, -1.037], [-1.584, -1.841, 0.190], [-0.216, -2.468, -1.361], [-1.627, 0.862, -2.029], [-2.986, -1.462, -2.214], [-2.283, 0.640, 1.205], [-1.121, 2.045, -2.260], [-4.327, -0.499, -0.173], [5.572, -0.732, 2.401], [-4.109, -2.336, -1.791], [4.725, 1.455, 2.956], [4.488, 0.617, 0.715], [5.365, 0.278, 3.331], [-3.325, -0.043, 2.013], [1.072, -2.266, -2.046], [0.000, 3.050, -0.283], [4.289, 1.629, 1.654], [3.978, 2.437, -1.442], [0.608, -2.194, 0.827], [-0.472, 3.003, -1.661], [0.771, 2.475, 0.615], [5.134, -0.567, 1.097], [-0.430, -2.252, -0.141], [-4.577, -1.944, -0.380], [-4.615, -0.018, 1.203], [-4.908, 0.016, -0.832], [-2.452, 1.646, 1.162], [-4.994, 1.003, 1.132], [-2.982, -1.062, 2.192], [-3.473, 0.439, 2.978], [-0.150, 3.984, 0.318], [-5.635, -2.173, -0.253], [6.085, -1.641, 2.685], [-4.925, -2.258, -2.507], [4.577, 2.243, 3.682], [3.357, 2.548, -2.329], [-0.261, 0.362, -1.183], [-1.355, 0.542, 1.621], [1.473, -0.939, 0.342], [-1.233, 2.256, -3.252], [-3.782, -3.373, -1.786], [-0.311, 3.859, -2.297], [4.992, 2.761, -1.700], [0.864, -1.734, -3.054], [5.713, 0.154, 4.348], [-5.387, -0.622, 1.679], [-4.019, -2.486, 0.382], [3.613, 3.079, -0.643], [-2.208, -2.004, -2.583], [-3.258, -0.828, -2.960], [3.783, 2.547, 1.384], [1.974, -2.797, -1.912], [5.314, -1.347, 0.363]], "forces_ev_per_a": [[-0.73, 0.26, -0.01], [-0.01, -0.31, 0.29], [-0.08, -0.69, -0.06], [-0.04, -0.24, 0.35], [0.05, 0.31, 0.34], [0.08, -0.27, -0.31], [2.19, -0.62, -3.59], [0.72, -0.62, 0.95], [0.13, -0.20, -0.15], [0.26, 0.20, 0.11], [-0.54, 0.59, -1.39], [-0.11, 0.09, 0.01], [0.03, -0.07, 0.00], [0.01, -0.04, 0.07], [-0.02, 0.05, -0.03], [-0.06, -0.20, -0.67], [0.01, -0.01, -0.08], [-0.01, 0.06, -0.06], [-2.50, 1.68, -2.29], [0.13, -0.09, 0.39], [-0.06, 0.10, 0.19], [0.09, -0.13, 0.01], [3.26, 3.04, 0.54], [0.37, 0.20, 1.08], [-0.68, 0.01, -0.71], [-0.03, -0.05, 0.16], [-0.64, 1.34, 2.10], [0.03, -0.05, -0.04], [0.13, 0.01, -0.04], [-0.01, 0.02, 0.07], [-0.02, -0.10, 0.01], [0.02, -0.01, 0.00], [0.00, 0.00, -0.02], [0.02, 0.04, -0.01], [-0.04, -0.06, -0.22], [-0.01, -0.01, 0.00], [0.00, 0.01, 0.03], [0.00, 0.05, 0.01], [-0.01, -0.01, 0.00], [0.00, 0.10, -0.06], [0.09, -0.18, -0.23], [-0.07, -0.09, 0.05], [-2.52, -2.14, 0.07], [0.06, 0.10, 0.03], [-0.04, -0.01, -0.01], [0.11, 0.09, 0.06], [-0.05, -0.05, 0.02], [0.28, -1.12, 2.10], [0.00, 0.00, 0.00], [0.00, -0.02, -0.01], [0.01, 0.01, -0.02], [-0.09, -0.06, 0.00], [-0.11, 0.01, 0.02], [0.03, -0.03, 0.00], [0.02, -0.03, -0.02], [0.36, -0.92, 0.89], [-0.03, 0.05, 0.05]], "orbital_gap_ev": [7.65, 4.84], "energy_ha": -4734.6379, "largest_force_ha_per_bohr": 0.087, "total_charge": 2, "homo_ha": [-0.509, -0.416], "multiplicity": 1}

---

{"formula": "C17H28ClIrN4O2", "method": "ωB97M-V with the def2-TZVPD basis set", "elements": ["Ir", "Cl", "O", "O", "N", "N", "N", "N", "C", "C", "C", "C", "C", "C", "C", "C", "C", "C", "C", "C", "C", "C", "C", "C", "C", "H", "H", "H", "H", "H", "H", "H", "H", "H", "H", "H", "H", "H", "H", "H", "H", "H", "H", "H", "H", "H", "H", "H", "H", "H", "H", "H", "H"], "positions_angstrom": [[-0.018, -0.124, -0.065], [3.397, 0.432, 6.394], [1.656, -1.142, 0.600], [-0.261, 0.426, 1.955], [1.176, 1.519, -0.589], [-1.576, 1.052, -0.740], [0.389, -1.111, -1.822], [-1.284, -1.732, 0.324], [-0.598, -2.225, -2.005], [1.716, 0.722, -2.989], [-0.959, -2.816, -0.654], [-2.725, -1.348, 0.440], [-1.008, 2.187, -1.540], [0.267, 2.669, -0.896], [2.208, 1.200, -1.622], [-2.668, 0.390, -1.516], [-3.390, -0.753, -0.792], [1.073, 1.051, 5.205], [2.690, -0.291, 3.927], [0.572, 0.403, 2.907], [2.247, -1.073, 1.689], [2.334, 0.403, 5.110], [0.217, 1.038, 4.151], [0.622, -0.354, -3.081], [1.845, -0.297, 2.837], [0.769, 3.407, -1.522], [-1.796, -3.509, -0.756], [-2.001, 1.466, 0.092], [-3.383, 1.160, -1.809], [3.171, -1.652, 1.776], [-0.751, 1.518, 4.208], [-0.336, 0.075, -3.366], [2.614, 0.348, -3.483], [-1.465, -1.828, -2.527], [-0.842, 1.827, -2.552], [-2.766, -0.643, 1.272], [1.399, 1.574, -3.593], [0.809, 1.546, 6.131], [-3.288, -2.232, 0.746], [-1.050, -2.074, 1.253], [-3.616, -1.532, -1.522], [2.860, 0.452, -1.169], [0.873, -1.070, -3.865], [2.812, 2.094, -1.785], [1.698, 1.815, 0.234], [-1.735, 2.998, -1.599], [-4.361, -0.400, -0.443], [3.635, -0.822, 3.901], [-0.160, -2.993, -2.645], [1.274, -1.562, -1.575], [-2.208, 0.041, -2.437], [0.035, 3.150, 0.057], [-0.115, -3.377, -0.250]], "forces_ev_per_a": [[0.30, -0.31, 0.39], [-0.01, -0.01, -0.01], [0.06, -0.32, -0.01], [-0.33, 0.80, -0.38], [-0.13, 0.07, 0.13], [-0.12, 0.05, 0.07], [0.06, -0.03, 0.00], [0.11, 0.00, 0.02], [0.05, -0.04, -0.04], [-0.02, 0.03, -0.04], [-0.10, 0.01, -0.06], [-0.01, -0.01, 0.11], [-0.09, -0.01, -0.01], [0.06, 0.08, 0.08], [0.00, 0.02, -0.03], [0.01, 0.07, -0.04], [0.03, 0.01, -0.01], [0.00, -0.01, 0.01], [-0.02, 0.01, 0.02], [0.07, -0.33, 0.07], [0.06, 0.15, 0.04], [0.01, 0.00, 0.02], [0.02, 0.02, -0.04], [-0.07, -0.05, -0.01], [-0.08, 0.03, -0.07], [0.01, -0.02, -0.02], [0.01, -0.01, 0.01], [-0.01, -0.03, 0.01], [-0.02, -0.01, 0.02], [-0.02, -0.02, 0.01], [0.00, 0.01, -0.01], [0.00, 0.00, 0.00], [0.00, 0.04, -0.03], [-0.01, 0.02, 0.03], [0.02, 0.00, 0.00], [0.01, 0.00, 0.00], [-0.03, 0.01, 0.03], [0.00, 0.01, 0.00], [-0.01, 0.01, -0.01], [0.03, -0.16, -0.06], [0.02, 0.00, -0.01], [-0.04, -0.01, 0.00], [0.03, -0.01, 0.01], [0.04, -0.03, 0.01], [0.11, -0.04, -0.06], [-0.01, 0.00, 0.00], [-0.02, -0.03, -0.01], [0.00, 0.00, 0.00], [-0.02, 0.00, -0.02], [0.02, 0.00, -0.11], [0.00, 0.01, -0.01], [0.02, 0.02, -0.01], [0.01, 0.01, 0.00]], "s_squared": 0.771, "orbital_gap_ev": [7.92, 7.06], "energy_ha": -1597.6865, "largest_force_ha_per_bohr": 0.018, "total_charge": 3, "homo_ha": [-0.667, -0.709], "multiplicity": 2}

---

{"formula": "C17H28FeN2Si", "method": "ωB97M-V with the def2-TZVPD basis set", "elements": ["Fe", "Si", "N", "N", "C", "C", "C", "C", "C", "C", "C", "C", "C", "C", "C", "C", "C", "C", "C", "C", "C", "H", "H", "H", "H", "H", "H", "H", "H", "H", "H", "H", "H", "H", "H", "H", "H", "H", "H", "H", "H", "H", "H", "H", "H", "H", "H", "H", "H"], "positions_angstrom": [[1.343, -0.646, 0.941], [0.275, 1.843, 2.628], [0.667, -2.138, 1.703], [0.660, 0.067, 2.390], [0.092, -4.280, 0.513], [-1.632, 0.069, -4.182], [1.655, 0.191, -3.600], [-0.082, -3.940, 3.069], [0.249, -3.448, 1.780], [-2.047, 1.151, -3.132], [0.286, 2.695, 0.984], [-0.705, -0.962, -3.588], [0.251, 2.245, -3.180], [0.634, -0.929, -3.413], [-0.217, -3.032, 4.142], [-0.198, -1.648, 3.936], [1.802, 2.044, 3.698], [1.056, 1.464, -4.191], [0.329, -1.263, 2.750], [-0.981, 2.078, -2.684], [-1.418, 1.868, 3.434], [-2.530, 0.658, -2.263], [-2.567, -0.411, -4.508], [0.918, -4.134, -0.205], [-1.169, 0.564, -5.043], [-0.318, -3.356, 5.180], [1.618, 2.743, 4.527], [1.270, 2.671, 0.509], [-1.463, 2.672, 4.189], [0.059, -5.345, 0.790], [-1.629, 0.892, 3.909], [0.461, 1.223, -5.078], [-2.189, 2.055, 2.663], [0.946, -1.598, -2.579], [-0.867, -4.079, -0.016], [-0.406, -0.867, 4.673], [1.876, 2.121, -4.523], [-1.362, 2.785, -1.959], [-2.834, 1.779, -3.572], [-0.243, -5.014, 3.219], [2.076, 0.380, -2.591], [-1.232, -1.762, -3.006], [0.006, 3.749, 1.063], [2.636, 2.382, 3.056], [2.540, -0.047, -4.210], [0.669, 3.252, -3.001], [0.062, -0.032, 0.416], [2.062, 1.040, 4.089], [-0.412, 2.248, 0.273]], "forces_ev_per_a": [[2.75, 1.51, -5.31], [0.45, -3.34, 0.35], [-2.38, -4.05, 2.35], [-1.34, -0.11, 3.46], [0.32, -0.17, 0.19], [-0.20, 0.29, 0.07], [-0.19, -0.27, -0.28], [0.01, 0.35, -0.41], [0.12, 1.11, 1.10], [-0.25, -1.27, -0.10], [0.01, 0.43, -0.30], [0.38, -0.17, 0.87], [-0.53, 1.47, -0.28], [-0.30, 0.26, 1.81], [-0.19, 0.31, 0.15], [-0.13, -1.41, 1.19], [-0.01, 0.70, 0.33], [0.02, 0.40, 0.10], [0.79, 2.88, -2.03], [0.50, -0.06, -0.56], [-0.09, 0.41, 0.13], [0.27, 0.12, -0.33], [0.35, 0.06, -0.09], [-0.37, 0.06, 0.35], [-0.49, -0.21, 0.16], [-0.35, -0.33, -0.42], [0.50, -0.02, -0.14], [0.00, -0.09, 0.06], [-0.24, -0.34, -0.21], [0.10, 0.33, -0.09], [0.10, 0.57, -0.17], [0.41, 0.06, 0.11], [0.29, -0.07, 0.40], [0.04, -0.12, -1.11], [0.62, 0.23, 0.49], [0.12, -0.67, -0.08], [-0.26, -0.23, 0.05], [0.23, 0.39, 0.05], [0.06, -0.11, -0.01], [0.05, 0.53, -0.07], [-0.32, 0.09, -0.38], [0.50, 0.61, -0.72], [0.03, 0.11, 0.20], [-0.24, 0.04, 0.45], [-0.39, -0.54, 0.04], [0.17, -0.76, 0.63], [-0.73, 0.41, -2.10], [-0.26, 0.76, -0.14], [0.07, -0.16, 0.22]], "s_squared": 6.028, "orbital_gap_ev": [5.88, 7.33], "energy_ha": -2327.0844, "largest_force_ha_per_bohr": 0.120, "total_charge": 0, "homo_ha": [-0.216, -0.272], "multiplicity": 5}